# 1
A structure of composition C18H22BrCl3FeSi. Source: OMol25; level of theory: the ωB97M-V functional and the def2-TZVPD basis.

Calculated values
2S+1: 2
electronic energy: -6206.76916 Ha
<S²>: 0.82
orbital gap (alpha / beta): 7.19 / 7.45 eV
HOMO (alpha / beta): -11.36 / -11.50 eV
charge: +1

Each line ends with the Löwdin charge.
Element x y z (Å)
Fe -0.15 -0.16 0.13  0.173
C -0.39 1.87 3.15  -0.022
C -0.83 0.86 2.13  -0.209
C -1.58 1.31 1.01  -0.230
C -1.65 2.77 0.67  -0.010
C -2.41 0.38 0.33  -0.198
C -3.58 0.92 -0.44  -0.011
C -2.23 -1.01 0.53  -0.191
C -3.04 -1.98 -0.29  0.000
C -1.30 -1.46 1.49  -0.229
C -1.09 -2.94 1.68  -0.014
C -0.64 -0.52 2.32  -0.228
C 0.26 -1.00 3.43  -0.029
H -1.03 2.75 3.11  0.090
H 0.65 2.21 3.06  0.049
H -0.50 1.45 4.15  0.100
H -2.52 3.24 1.15  0.114
H -1.74 2.92 -0.40  0.092
H -0.76 3.30 1.00  0.093
H -4.30 1.30 0.29  0.119
H -4.08 0.16 -1.03  0.085
H -3.34 1.76 -1.09  0.082
H -4.05 -2.06 0.11  0.115
H -2.61 -2.97 -0.30  0.082
H -3.12 -1.65 -1.33  0.091
H -2.04 -3.42 1.93  0.109
H -0.39 -3.16 2.47  0.077
H -0.72 -3.41 0.77  0.097
H -0.31 -1.52 4.19  0.112
H 0.80 -0.18 3.90  0.071
H 1.01 -1.69 3.05  0.073
Cl 2.82 1.28 1.94  0.352
Si 1.83 0.79 0.21  -0.388
Cl 1.81 -1.39 0.28  0.506
Cl 2.90 1.77 -1.19  0.400
Br -0.06 -0.16 -6.58  0.786
C -0.01 -0.09 -4.70  -0.695
C 1.11 -0.52 -4.00  -0.112
C 1.13 -0.48 -2.62  -0.196
C 0.04 -0.01 -1.87  -0.218
C -1.06 0.44 -2.61  -0.092
C -1.10 0.40 -3.99  -0.114
H 1.96 -0.90 -4.54  0.111
H 2.04 -0.83 -2.16  0.036
H -1.93 0.84 -2.12  0.062
H -1.98 0.76 -4.52  0.108

# 2
An isolated molecule of C7H13N3Si at a distorted geometry. Source: OMol25; level of theory: the ωB97M-V functional and the def2-TZVPD basis.

Calculated values
electronic energy: -728.28197 Ha
orbital gap: 9.69 eV
ΔE to the lowest compared entry with this formula, charge and spin: 0.0 kcal/mol
SMILES: C[Si](C)(C)c1nccc(N)n1
HOMO: -8.84 eV

Each line ends with the Löwdin charge.
Element x y z (Å)
C 1.60 0.44 1.83  -0.168
Si 1.08 0.00 0.03  0.617
C 1.99 1.05 -1.24  -0.199
C 1.51 -1.84 -0.32  -0.198
C -0.82 0.44 -0.15  -0.331
N -1.26 1.68 -0.55  0.074
C -2.53 1.87 -0.33  -0.171
C -3.44 0.87 -0.24  -0.010
C -2.88 -0.35 0.08  -0.421
N -3.77 -1.35 0.30  0.143
N -1.61 -0.56 0.23  0.120
H 2.44 -0.11 2.11  -0.009
H 1.62 1.46 2.09  0.002
H 0.74 0.07 2.48  0.053
H 2.97 1.29 -0.91  0.005
H 2.23 0.69 -2.24  0.034
H 1.47 1.99 -1.19  0.011
H 0.75 -2.32 -0.85  -0.026
H 2.53 -1.72 -0.97  0.078
H 1.84 -2.47 0.60  0.047
H -2.82 2.82 -0.63  0.092
H -4.45 1.00 -0.23  0.080
H -4.74 -1.14 -0.01  0.116
H -3.59 -2.29 0.44  0.065

# 3
A cluster of 2 separate species, C11H14N2O in total at a distorted geometry. Source: OMol25; level of theory: the ωB97M-V functional and the def2-TZVPD basis.

Calculated values
electronic energy: -612.21284 Ha
orbital gap: 9.05 eV
ΔE to the lowest compared entry with this formula, charge and spin: 86.5 kcal/mol
SMILES: Cc1ccc(O)cc1.Cc1c[nH]cn1
HOMO: -8.23 eV

Each line ends with the Löwdin charge.
Element x y z (Å)
C 1.17 -0.59 3.10  -0.098
C 1.01 -1.35 1.84  -0.262
C 1.54 -0.69 0.67  -0.007
C 1.35 -1.32 -0.59  -0.001
C 0.50 -2.40 -0.61  -0.308
O 0.20 -2.83 -1.90  0.021
C 0.03 -3.08 0.49  -0.044
C 0.36 -2.62 1.72  -0.033
H 2.02 -0.75 3.76  0.072
H 0.19 -0.63 3.73  0.107
H 1.12 0.52 2.98  0.080
H 2.12 0.16 0.82  0.078
H 1.80 -0.97 -1.46  0.089
H -0.22 -3.70 -1.77  0.097
H -0.44 -3.99 0.56  0.092
H 0.09 -3.18 2.58  0.105
C -2.91 2.44 -0.93  -0.109
C -1.46 2.37 -1.19  -0.357
C -0.85 2.07 -2.41  -0.028
N 0.51 1.96 -1.96  0.003
C 0.72 2.49 -0.64  -0.128
N -0.50 2.70 -0.12  0.090
H -3.68 2.37 -1.78  0.087
H -3.23 3.40 -0.33  0.099
H -3.14 1.56 -0.16  0.105
H -1.11 1.54 -3.31  0.106
H 1.17 1.90 -2.69  0.105
H 1.63 2.61 -0.40  0.041

# 4
A structure of composition C4H8O2. Source: OMol25; level of theory: the ωB97M-V functional and the def2-TZVPD basis.

Calculated values
electronic energy: -307.55224 Ha
orbital gap: 8.65 eV
ΔE to the lowest compared entry with this formula, charge and spin: 100.5 kcal/mol
HOMO: -7.77 eV

Each line ends with the Löwdin charge.
Element x y z (Å)
O 1.24 -1.13 -1.11  -0.134
C 0.47 0.53 -0.69  -0.129
C -1.00 0.31 -0.46  -0.125
C -1.00 -0.18 0.99  -0.215
O 0.08 0.49 1.60  -0.130
C 1.09 0.57 0.59  -0.204
H 0.60 -1.87 -1.04  0.059
H 0.85 1.00 -1.59  0.131
H -1.49 -0.36 -1.17  0.119
H -1.48 1.29 -0.53  0.130
H -0.84 -1.28 1.02  0.119
H -1.91 0.05 1.54  0.124
H 1.87 1.29 0.84  0.118
H 1.52 -0.71 0.00  0.136

# 5
An isolated molecule of C6H12O. Source: OMol25; level of theory: the ωB97M-V functional and the def2-TZVPD basis.

Calculated values
electronic energy: -310.99924 Ha
orbital gap: 10.73 eV
ΔE to the lowest compared entry with this formula, charge and spin: 37.7 kcal/mol
SMILES: COCC1(C)CC1
HOMO: -9.70 eV

Each line ends with the Löwdin charge.
Element x y z (Å)
C -0.78 2.37 0.58  -0.114
O -1.42 1.13 0.71  -0.194
C -0.57 0.05 1.06  -0.175
C 0.11 -0.63 -0.14  -0.469
C -0.57 -0.41 -1.47  -0.031
C 1.60 -0.81 -0.13  -0.099
C 0.70 -1.98 0.16  -0.103
H 0.04 2.35 -0.15  0.087
H -0.38 2.73 1.54  0.088
H -1.54 3.08 0.23  0.091
H 0.19 0.38 1.79  0.128
H -1.23 -0.67 1.55  0.131
H -0.47 0.63 -1.80  0.077
H -1.64 -0.64 -1.42  0.089
H -0.12 -1.05 -2.24  0.085
H 2.18 -0.40 0.70  0.100
H 2.12 -0.80 -1.09  0.102
H 0.65 -2.34 1.18  0.104
H 0.60 -2.76 -0.59  0.103

# 6
A structure of composition C5H12N2O at a distorted geometry. Source: OMol25; level of theory: the ωB97M-V functional and the def2-TZVPD basis.

Calculated values
electronic energy: -382.27695 Ha
orbital gap: 7.95 eV
ΔE to the lowest compared entry with this formula, charge and spin: 141.6 kcal/mol
HOMO: -7.20 eV

Each line ends with the Löwdin charge.
Element x y z (Å)
C 0.07 -0.22 -0.52  -0.243
C -2.07 0.86 -0.68  -0.175
C 2.54 0.01 1.07  -0.227
C -0.39 -1.61 -0.12  -0.051
N 1.92 -0.32 -0.20  -0.101
C -0.27 0.87 0.30  -0.230
O -2.36 0.34 -1.95  -0.080
N -0.19 1.51 1.34  0.177
H -2.61 -0.59 -1.86  0.081
H 2.37 0.24 -0.93  0.052
H 0.16 -0.01 -1.58  0.130
H -0.96 2.13 1.59  0.075
H -2.15 1.94 -0.74  0.078
H -2.76 0.48 0.08  0.088
H 2.48 1.08 1.35  0.052
H 2.09 -0.59 1.86  0.067
H 3.61 -0.24 1.06  0.067
H 0.41 -2.32 -0.33  0.083
H -0.63 -1.67 0.94  0.092
H -1.27 -1.90 -0.69  0.067

# 7
The ion C4H10I2N with charge +1 at a distorted geometry. Source: OMol25; level of theory: the ωB97M-V functional and the def2-TZVPD basis.

Calculated values
electronic energy: -808.12433 Ha
orbital gap (alpha / beta): 7.57 / 6.57 eV
ΔE to the lowest compared entry with this formula, charge and spin: 84.9 kcal/mol
HOMO (alpha / beta): -12.99 / -12.69 eV
charge: +1

Each line ends with the Löwdin charge.
Element x y z (Å)
C -1.01 1.07 0.10  0.022
C -0.94 -1.41 -0.53  -0.031
C 0.45 -0.60 1.12  -0.146
C 0.87 -0.16 -1.11  -0.541
N -0.20 -0.19 -0.10  -0.464
I 3.64 4.04 0.06  0.086
I 2.46 1.06 -0.71  0.950
H -0.75 1.80 0.91  0.127
H -1.02 1.51 -0.85  0.070
H -2.15 0.71 0.32  0.171
H -0.31 -2.05 -1.02  0.075
H -1.44 -1.96 0.32  0.138
H -1.78 -1.36 -1.28  0.145
H -0.29 -1.01 1.98  0.162
H 1.06 -1.45 1.05  0.083
H 1.03 0.25 1.74  0.126
H 0.39 -0.24 -2.00  0.028

# 8
A cluster of 7 separate species, C5H27N2O6 in total at a distorted geometry. Source: OMol25; level of theory: the ωB97M-V functional and the def2-TZVPD basis.

Calculated values
electronic energy: -767.36703 Ha
orbital gap: 9.18 eV
ΔE to the lowest compared entry with this formula, charge and spin: 64.5 kcal/mol
HOMO: -12.32 eV
charge: +1

Each line ends with the Löwdin charge.
Element x y z (Å)
N 0.29 0.75 -0.81  0.198
C 0.48 1.91 0.18  -0.109
C -0.07 1.51 1.52  -0.241
N -1.21 0.59 1.46  -0.055
C -3.33 -0.20 0.56  -0.057
C -2.63 1.08 1.02  -0.403
C -3.32 1.60 2.25  -0.077
H 0.68 -0.04 -0.29  0.102
H -0.69 0.66 -1.03  0.142
H 0.70 0.79 -1.74  0.121
H -0.24 2.65 -0.18  0.124
H 1.53 2.22 0.25  0.141
H -0.18 2.44 2.15  0.137
H 0.65 0.97 2.19  0.123
H -1.38 0.15 2.35  0.099
H -4.38 -0.07 0.87  0.084
H -3.07 -0.99 1.27  0.080
H -2.93 -0.35 -0.46  0.075
H -2.41 1.84 0.29  0.115
H -2.91 1.14 3.14  0.083
H -3.23 2.72 2.41  0.095
H -4.42 1.53 2.18  0.086
H 1.42 -1.34 -4.67  0.070
H 2.96 -1.55 -4.10  0.056
O 2.26 -0.96 -4.40  -0.037
H 2.52 2.03 -3.19  0.064
H 2.84 0.46 -3.35  0.008
O 2.54 1.17 -2.75  -0.075
H 4.06 -0.38 0.74  0.045
H 4.13 -0.95 -0.70  0.051
O 4.06 -1.21 0.25  -0.058
H 2.63 -1.99 2.26  0.038
H 1.35 -1.41 1.43  -0.023
O 1.81 -1.50 2.27  -0.052
H 1.30 -2.78 0.03  0.096
H 1.62 -1.68 -1.02  0.065
O 0.90 -2.05 -0.48  -0.063
H -1.89 -3.53 -0.44  0.052
H -0.83 -2.43 -0.51  -0.022
O -1.62 -2.76 -0.97  -0.080